## A
The following is a quantum chemistry calculation of a cluster of 2 separate species, C5H9N2O in total, from the OMol25 dataset.

Each atom is followed by the atoms it is bonded to, with distances in Å.
Positions of all 17 atoms, in Å:
1 C -1.39349 2.03829 -0.52567  C2 1.361, N6 1.365, H9 1.111
2 C -0.73315 0.87758 -0.78676  C1 1.361, N7 1.368, H10 1.057
3 C -1.81961 0.63498 1.13056  N6 1.365, N7 1.351, H11 1.076
4 C -0.94944 -1.30609 0.08010  N7 1.305, H12 1.119, H13 1.050
5 C 2.97130 -1.52675 -0.49072  O8 1.320, H14 1.096, H15 1.125
6 N -2.20209 1.81024 0.55056  C1 1.365, C3 1.365, H16 1.003
7 N -1.12301 -0.01586 0.17303  C2 1.368, C3 1.351, C4 1.305
8 O 3.48288 -0.82336 0.50231  C5 1.320, H17 1.057
9 H -1.47948 2.94923 -1.15637  C1 1.111
10 H -0.22355 0.42388 -1.59357  C2 1.057
11 H -2.29290 0.36508 2.05844  C3 1.076
12 H -0.26202 -1.78526 -0.66176  C4 1.119
13 H -1.17564 -1.86720 0.93825  C4 1.050
14 H 1.89716 -1.32493 -0.57035  C5 1.096
15 H 3.48880 -2.37869 -1.01190  C5 1.125
16 H -2.71192 2.59155 0.91781  N6 1.003
17 H 4.52615 -0.66268 0.44602  O8 1.057

Results
E_HOMO (alpha / beta) in eV: -12.86 / -9.93
Charge: +1



## B
The following is a quantum chemistry calculation of the ion C5H9N2O with charge +1, from the OMol25 dataset.

Each atom is followed by the atoms it is bonded to, with distances in Å.
Positions of all 17 atoms, in Å:
1 C -1.59190 0.90074 0.62116  C2 1.481, H9 1.136, H10 1.042, H11 1.044
2 C -0.14854 0.72243 0.33994  C1 1.481, N3 1.265, C6 1.486
3 N 0.68808 1.53612 -0.14756  C2 1.265, C4 1.470, H12 1.080
4 C 1.92771 0.75873 -0.29148  N3 1.470, N5 1.252, H13 1.104
5 N 1.81554 -0.46076 -0.03280  C4 1.252, C6 1.482
6 C 0.40063 -0.65782 0.36210  C2 1.486, N5 1.482, C7 1.649, O8 1.339
7 C -0.13137 -1.46105 -0.97586  C6 1.649, H14 1.024, H15 1.099, H16 1.061
8 O 0.11195 -1.30503 1.49815  C6 1.339, H17 0.972
9 H -2.14746 1.09358 -0.35082  C1 1.136
10 H -1.80990 1.86956 0.93757  C1 1.042
11 H -1.98096 0.15493 1.23933  C1 1.044
12 H 0.63500 2.55009 -0.51604  N3 1.080
13 H 2.81793 1.31397 -0.63529  C4 1.104
14 H 0.23772 -1.01737 -1.82230  C7 1.024
15 H -1.20703 -1.32919 -0.79523  C7 1.099
16 H 0.22989 -2.41990 -0.70034  C7 1.061
17 H 0.15272 -2.24903 1.26948  O8 0.972

Results
E_HOMO in eV: -15.30
SMILES: CC1=[NH+]C=N[C@@]1(C)O
Charge: +1



How do the energies compare? Relative to the most stable structure, in kcal/mol: A 69.7; B 0.0.



## A
The following is a quantum chemistry calculation of the ion C5H9N2O with charge +1, from the OMol25 dataset.

Each atom is followed by the atoms it is bonded to, with distances in Å.
Positions of all 17 atoms, in Å:
1 C 2.00977 -0.58023 0.43792  C2 1.528, H9 1.186, H10 1.071, H11 1.137
2 C 1.12055 0.25187 -0.48460  C1 1.528, C3 1.479, N4 1.366, H12 1.139
3 C 0.53265 1.56235 -0.13114  C2 1.479, N4 1.397, H13 1.112, H14 1.037
4 N -0.22024 0.39308 -0.26740  C2 1.366, C3 1.397, O5 1.589, C8 1.490
5 O -1.25687 0.18662 -1.45403  N4 1.589, C6 1.495
6 C -2.21942 -0.36292 -0.45151  O5 1.495, N7 1.381, C8 1.522, H15 1.109
7 N -1.67040 -1.39978 0.27788  C6 1.381, C8 1.457, H16 1.024
8 C -1.26322 -0.06360 0.69353  N4 1.490, C6 1.522, N7 1.457, H17 1.118
9 H 2.58432 0.13974 1.18572  C1 1.186
10 H 2.59687 -1.13853 -0.26199  C1 1.071
11 H 1.37900 -1.35805 0.97623  C1 1.137
12 H 1.30240 0.14215 -1.60337  C2 1.139
13 H 0.30899 1.87743 0.91198  C3 1.112
14 H 0.39206 2.26560 -0.87998  C3 1.037
15 H -3.24465 -0.08752 -0.77117  C6 1.109
16 H -0.92193 -2.06452 0.06448  N7 1.024
17 H -1.42988 0.23631 1.75747  C8 1.118

Results
E_HOMO in eV: -15.28
SMILES: C[C@@H]1C[N@@+]12O[C@H]1N[C@H]12
Charge: +1



## B
The following is a quantum chemistry calculation of a cluster of 2 separate species, C5H9N2O in total, from the OMol25 dataset.

Each atom is followed by the atoms it is bonded to, with distances in Å.
Positions of all 17 atoms, in Å:
1 C -0.35812 -0.82116 -0.10331  C2 1.410, C3 1.424, H9 1.122
2 C -1.67233 -0.97266 0.38446  C1 1.410, C4 1.401, H10 1.087
3 C 0.34302 0.41780 -0.13625  C1 1.424, C5 1.364, H11 1.098
4 C -2.82718 -0.17965 0.40478  C2 1.401, N7 1.302, H12 1.109
5 C -0.06739 1.71733 -0.07486  C3 1.364, O8 1.177
6 N 3.06301 0.23859 0.37189  H13 1.049, H14 0.953, H17 1.068
7 N -2.95906 0.94889 -0.23145  C4 1.302, H15 0.953, H16 1.027
8 O -0.41934 2.79452 0.24360  C5 1.177
9 H 0.38938 -1.65618 -0.14643  C1 1.122
10 H -1.82930 -2.01276 0.66022  C2 1.087
11 H 1.40004 0.29896 -0.40868  C3 1.098
12 H -3.50239 -0.63588 1.15655  C4 1.109
13 H 3.54806 0.12312 1.29438  N6 1.049
14 H 3.23775 1.11840 0.05111  N6 0.953
15 H -3.72067 1.40609 0.11271  N7 0.953
16 H -2.45762 1.30881 -1.05274  N7 1.027
17 H 3.74990 -0.37106 -0.17356  N6 1.068

Results
E_HOMO (alpha / beta) in eV: -12.92 / -12.92
Charge: +1



## C
The following is a quantum chemistry calculation of a cluster of 2 separate species, C5H9N2O in total, from the OMol25 dataset.

Each atom is followed by the atoms it is bonded to, with distances in Å.
Positions of all 17 atoms, in Å:
1 C 0.18913 1.60677 -0.64486  C4 1.449, N6 1.263, H9 1.109
2 C 2.50090 -0.08875 -0.28136  O8 1.151, H10 1.126
3 C -0.85447 0.89296 1.16873  N6 1.392, N7 1.729, H11 1.043, H12 1.050
4 C 0.28183 0.17944 -0.87758  C1 1.449, N7 1.434, H13 1.076
5 C -1.40693 -1.31127 -0.12804  N7 1.479, H14 1.059, H15 1.096, H16 1.040
6 N -0.44768 1.96818 0.38410  C1 1.263, C3 1.392
7 N -0.26324 -0.46732 0.27991  C3 1.729, C4 1.434, C5 1.479, H17 1.021
8 O 2.63332 -0.65874 0.71007  C2 1.151
9 H 0.80812 2.24129 -1.31104  C1 1.109
10 H 3.26275 0.28725 -1.02077  C2 1.126
11 H -0.53285 0.82858 2.15878  C3 1.043
12 H -1.85529 0.61272 1.02175  C3 1.050
13 H 0.41133 -0.40366 -1.77245  C4 1.076
14 H -1.41603 -2.02634 0.65283  C5 1.059
15 H -2.42817 -0.91466 -0.16625  C5 1.096
16 H -1.15481 -1.66855 -1.07196  C5 1.040
17 H 0.27207 -1.07791 0.89815  N7 1.021

Results
E_HOMO (alpha / beta) in eV: -13.07 / -13.06
Charge: +1



How do the energies compare? Relative to the most stable structure, in kcal/mol: A 86.9; B 0.0; C 39.9.



## A
The following is a quantum chemistry calculation of a cluster of 2 separate species, C8H18Si2 in total, from the OMol25 dataset.

Each atom is followed by the atoms it is bonded to, with distances in Å.
Positions of all 28 atoms, in Å:
1 C -1.84069 1.44787 0.55646  C2 1.224
2 C -2.28326 0.44210 0.01620  C1 1.224, Si10 1.791
3 C 3.47845 0.58049 1.64066  C8 1.533, H11 1.017, H12 1.114, H13 1.019
4 C 2.29247 3.67207 0.60689  Si9 1.950, H14 1.136, H15 1.124, H16 1.062
5 C -4.07527 -1.91814 -1.10694  Si10 1.909, H17 1.063, H18 1.030, H19 1.068
6 C -1.41411 -1.18930 -2.35569  Si10 1.908, H20 1.070, H21 1.188, H22 1.086
7 C -1.14023 -2.37229 0.16818  Si10 1.897, H23 1.100, H24 1.030, H25 1.031
8 C 1.94724 0.53083 1.68417  C3 1.533, Si9 1.975, H26 1.067, H27 1.028
9 Si 1.43209 1.93483 0.39372  C4 1.950, C8 1.975, H28 1.501
10 Si -2.35539 -1.19972 -0.69549  C2 1.791, C5 1.909, C6 1.908, C7 1.897
11 H 3.98899 0.00828 2.30885  C3 1.017
12 H 3.84378 0.55666 0.58868  C3 1.114
13 H 3.78764 1.50653 1.93102  C3 1.019
14 H 1.76204 4.59313 0.20614  C4 1.136
15 H 2.37922 3.94542 1.69408  C4 1.124
16 H 3.16927 3.47791 0.03982  C4 1.062
17 H -4.56924 -2.44805 -0.32861  C5 1.063
18 H -4.69448 -1.20337 -1.51440  C5 1.030
19 H -4.17579 -2.68512 -1.84313  C5 1.068
20 H -0.72894 -2.01055 -2.32338  C6 1.070
21 H -2.12157 -1.40326 -3.28602  C6 1.188
22 H -0.74673 -0.33984 -2.47075  C6 1.086
23 H -0.32362 -1.75811 0.57584  C7 1.100
24 H -1.59691 -2.86184 0.95153  C7 1.030
25 H -0.64930 -3.00330 -0.48341  C7 1.031
26 H 1.62085 0.72709 2.68080  C8 1.067
27 H 1.64451 -0.39558 1.35796  C8 1.028
28 H 1.36897 1.36527 -0.99319  Si9 1.501

Results
E_HOMO in eV: -8.31



## B
The following is a quantum chemistry calculation of an isolated molecule of C8H18Si2, from the OMol25 dataset.

Each atom is followed by the atoms it is bonded to, with distances in Å.
Positions of all 28 atoms, in Å:
1 C 1.56246 -1.45840 2.37715  C2 1.313, H11 1.088, H12 1.105
2 C 0.68701 -0.49904 2.18507  C1 1.313, Si3 1.854, H13 1.035
3 Si 0.66498 0.52075 0.63664  C2 1.854, C4 1.885, C5 1.854, Si6 2.324
4 C -0.09141 2.19126 1.07407  Si3 1.885, H14 1.080, H15 1.092, H16 1.063
5 C 2.43815 0.96547 0.32917  Si3 1.854, H17 1.080, H18 1.084, H19 1.102
6 Si -0.59904 -0.30571 -1.12977  Si3 2.324, C7 1.911, C8 1.863, C9 1.828
7 C 0.09275 -1.79253 -2.11154  Si6 1.911, H20 1.081, H21 1.092, H22 1.108
8 C -1.05453 0.95992 -2.41921  Si6 1.863, H23 1.077, H24 1.083, H25 1.078
9 C -2.26528 -0.67950 -0.47865  Si6 1.828, C10 1.298, H26 1.065
10 C -2.36349 -1.04629 0.76222  C9 1.298, H27 1.084, H28 1.061
11 H 1.44585 -2.10645 3.24384  C1 1.088
12 H 2.36415 -1.68422 1.65134  C1 1.105
13 H -0.04906 -0.29096 2.88196  C2 1.035
14 H -0.53119 2.26146 2.05766  C4 1.080
15 H 0.62673 3.01301 1.04676  C4 1.092
16 H -0.86012 2.45839 0.39037  C4 1.063
17 H 2.50667 1.39986 -0.65689  C5 1.080
18 H 2.79312 1.73276 1.00737  C5 1.084
19 H 3.14242 0.13462 0.49707  C5 1.102
20 H -0.73337 -2.47284 -2.26089  C7 1.081
21 H 0.48075 -1.53642 -3.09939  C7 1.092
22 H 0.89447 -2.21216 -1.47137  C7 1.108
23 H -1.88389 1.53188 -2.03918  C8 1.077
24 H -1.27756 0.53732 -3.39137  C8 1.083
25 H -0.12596 1.50660 -2.45617  C8 1.078
26 H -3.10246 -0.64791 -1.13573  C9 1.065
27 H -1.45740 -1.14972 1.34903  C10 1.084
28 H -3.30476 -1.33115 1.16042  C10 1.061

Results
E_HOMO in eV: -9.18
SMILES: C=C[Si](C)(C)[Si](C)(C)C=C



How do the energies compare? Relative to the most stable structure, in kcal/mol: A 116.2; B 0.0.



## A
The following is a quantum chemistry calculation of an isolated molecule of C6H15N, from the OMol25 dataset.

Each atom is followed by the atoms it is bonded to, with distances in Å.
Positions of all 22 atoms, in Å:
1 C -2.18063 0.25151 2.02062  C2 1.529, H8 1.183, H9 1.103, H10 1.118
2 C -1.84213 0.41118 0.53811  C1 1.529, C3 1.538, H11 1.126, H12 1.112
3 C -0.86916 -0.66734 0.03329  C2 1.538, N4 1.510, H13 1.160, H14 1.063
4 N 0.51287 -0.11818 -0.22997  C3 1.510, C5 1.519, C6 1.424
5 C 1.47279 -0.93716 0.61644  N4 1.519, H15 1.085, H16 1.065, H17 1.135
6 C 0.91844 0.04313 -1.58568  N4 1.424, C7 1.550, H18 1.119, H19 1.134
7 C 2.00296 1.13858 -1.75105  C6 1.550, H20 1.082, H21 1.075, H22 1.168
8 H -1.30173 0.85301 2.53460  C1 1.183
9 H -2.25740 -0.72529 2.52630  C1 1.103
10 H -3.18287 0.71122 2.20675  C1 1.118
11 H -1.30639 1.36753 0.28014  C2 1.126
12 H -2.76354 0.16730 -0.03545  C2 1.112
13 H -1.32344 -1.24644 -0.86313  C3 1.160
14 H -0.98279 -1.37162 0.82123  C3 1.063
15 H 1.06773 -1.21935 1.58269  C5 1.085
16 H 1.58630 -1.93334 0.25762  C5 1.065
17 H 2.41192 -0.32892 0.80820  C5 1.135
18 H 1.23415 -0.91993 -2.06052  C6 1.119
19 H 0.12918 0.22535 -2.37925  C6 1.134
20 H 2.05054 1.31425 -2.81763  C7 1.082
21 H 2.97663 0.91213 -1.35616  C7 1.075
22 H 1.64658 2.07237 -1.14714  C7 1.168

Results
E_HOMO in eV: -8.41
SMILES: CCCN(C)CC



## B
The following is a quantum chemistry calculation of an isolated molecule of C6H15N, from the OMol25 dataset.

Each atom is followed by the atoms it is bonded to, with distances in Å.
Positions of all 22 atoms, in Å:
1 C -0.06666 3.41076 -0.73130  C2 1.541, H8 1.086, H9 1.088, H10 1.090
2 C -0.36871 2.47175 0.45238  C1 1.541, C3 1.547, H11 1.092, H12 1.086
3 C 0.62961 1.30098 0.61591  C2 1.547, C4 1.539, H13 1.090, H14 1.088
4 C -0.03417 -0.07841 0.77583  C3 1.539, C5 1.524, H15 1.092, H16 1.100
5 C 0.49746 -1.23787 -0.05800  C4 1.524, C6 1.535, H17 1.088, H18 1.080
6 C -0.35169 -2.50200 0.13152  C5 1.535, N7 1.478, H19 1.091, H20 1.087
7 N -0.21642 -3.47172 -0.97544  C6 1.478, H21 1.014, H22 1.023
8 H -0.02515 4.44901 -0.41571  C1 1.086
9 H -0.77050 3.31063 -1.55513  C1 1.088
10 H 0.87269 3.26848 -1.26622  C1 1.090
11 H -1.40098 2.17424 0.25492  C2 1.092
12 H -0.39699 2.99886 1.40183  C2 1.086
13 H 1.17252 1.55294 1.52669  C3 1.090
14 H 1.34380 1.33554 -0.20444  C3 1.088
15 H -0.28145 -0.23197 1.82798  C4 1.092
16 H -1.07753 0.05473 0.45312  C4 1.100
17 H 1.56803 -1.34897 0.09794  C5 1.088
18 H 0.33651 -0.93306 -1.08189  C5 1.080
19 H -0.16178 -2.97222 1.09701  C6 1.091
20 H -1.36953 -2.11967 0.13698  C6 1.087
21 H -1.06622 -3.47623 -1.52929  N7 1.014
22 H 0.40685 -3.05462 -1.67175  N7 1.023

Results
E_HOMO in eV: -9.43
SMILES: CCCCCCN



## C
The following is a quantum chemistry calculation of an isolated molecule of C6H15N, from the OMol25 dataset.

Each atom is followed by the atoms it is bonded to, with distances in Å.
Positions of all 22 atoms, in Å:
1 C 1.27365 -1.90425 1.45772  N2 1.445, H8 1.098, H9 1.095, H10 1.087
2 N 1.13006 -0.61470 0.82081  C1 1.445, C3 1.447, H11 1.005
3 C 0.12012 -0.46582 -0.20477  N2 1.447, C4 1.547, C5 1.539, H12 1.093
4 C -1.28829 -0.95153 0.21067  C3 1.547, H13 1.087, H14 1.097, H15 1.089
5 C 0.09866 0.99717 -0.68127  C3 1.539, C6 1.546, C7 1.537, H16 1.091
6 C -0.50645 1.11165 -2.09940  C5 1.546, H17 1.094, H18 1.091, H19 1.092
7 C -0.52311 1.96122 0.34134  C5 1.537, H20 1.095, H21 1.091, H22 1.091
8 H 2.02115 -2.52423 0.94446  C1 1.098
9 H 0.33816 -2.47323 1.47459  C1 1.095
10 H 1.58022 -1.78049 2.49298  C1 1.087
11 H 1.25263 0.16677 1.44082  N2 1.005
12 H 0.45431 -1.06509 -1.05544  C3 1.093
13 H -1.43859 -0.78314 1.27444  C4 1.087
14 H -2.03089 -0.34754 -0.32602  C4 1.097
15 H -1.47328 -1.97728 -0.10636  C4 1.089
16 H 1.14590 1.28831 -0.77541  C5 1.091
17 H -0.79854 0.13222 -2.48989  C6 1.094
18 H -1.38787 1.75481 -2.10735  C6 1.091
19 H 0.21148 1.56099 -2.78801  C6 1.092
20 H 0.26054 2.57205 0.80088  C7 1.095
21 H -1.12358 1.49243 1.12177  C7 1.091
22 H -1.18231 2.68367 -0.14196  C7 1.091

Results
E_HOMO in eV: -8.28
SMILES: CN[C@@H](C)C(C)C



How do the energies compare? Relative to the most stable structure, in kcal/mol: A 36.6; B 7.0; C 0.0.